# C5H9BeO3

A structure of composition C5H9BeO3 in a non-equilibrium geometry (ωB97M-V with the def2-TZVPD basis set, the Open Molecules 2025 dataset).

CARTESIAN COORDINATES (ANGSTROEM)
1 O 1.10 -0.30 -0.51
2 Be 2.43 0.94 -1.06
3 O 1.41 1.83 -0.44
4 C 0.55 0.92 -0.22
5 C 0.23 -1.40 -0.83
6 C 1.06 -2.65 -0.98
7 H -0.50 -1.51 -0.02
8 H -0.30 -1.16 -1.76
9 H 1.53 -2.93 -0.02
10 H 0.41 -3.47 -1.30
11 H 1.85 -2.51 -1.73
12 O -0.09 0.86 1.00
13 C -1.27 1.61 0.88
14 C -1.69 2.23 2.07
15 H -0.73 1.77 -0.50
16 H -1.34 1.86 3.04
17 H -2.59 2.84 2.06
18 H -2.06 1.09 0.32

The energy above the lowest of the compared OMol25 structures with the same formula, charge and spin comes out at 4.0711 eV. As for the spin multiplicity: 2. The calculation puts the LUMO energy (alpha / beta) at 0.037 / -0.118 eV. The calculation puts the frontier orbital gap (alpha / beta) at 0.2463 / 0.2750 Eh. The value obtained for the energy is -11868.7236 eV. As for the total charge: 0.

natural (NBO) atomic charge list, values in e, 4 entries: number 1, O, carries -0.6370; number 2, Be, carries 0.8848; number 3, O, carries -1.0010; number 4, C, carries 0.6724

=====

# C7H4AgO3

A structure of composition C7H4AgO3 in a non-equilibrium geometry (ωB97M-V with the def2-TZVPD basis set, the Open Molecules 2025 dataset).

CARTESIAN COORDINATES (ANGSTROEM)
1 C 1.23 -2.43 -0.89
2 C 0.41 -1.38 -0.89
3 C -0.73 -0.32 -0.45
4 C -0.28 0.86 0.23
5 C 1.19 1.34 0.65
6 C -1.71 1.57 0.51
7 O -1.79 2.61 1.24
8 O -2.76 0.82 -0.12
9 C -2.33 -0.44 -0.68
10 O -3.00 -1.35 -1.24
11 H 1.87 -3.39 -0.72
12 H 1.35 1.33 1.79
13 H 1.96 0.62 0.19
14 H 1.38 2.39 0.17
15 Ag 3.21 -2.21 0.22

The energy above the lowest of the compared OMol25 structures with the same formula, charge and spin comes out at 3.6463 eV. As for the spin multiplicity: 1. The calculation puts the LUMO energy at -6.557 eV. The calculation puts the frontier orbital gap at 0.2774 Eh. The value obtained for the energy is -17451.3068 eV. As for the total charge: +1.

natural (NBO) atomic charge list, values in e, 4 entries: number 1, C, carries -0.5081; number 2, C, carries 0.1706; number 3, C, carries -0.2055; number 4, C, carries 0.0379

=====

# C21H28FeIN9O2S

A structure of composition C21H28FeIN9O2S (ωB97M-V with the def2-TZVPD basis set, the Open Molecules 2025 dataset).

CARTESIAN COORDINATES (ANGSTROEM)
1 Fe 0.24 0.15 0.07
2 C -4.36 -3.71 -1.82
3 C -4.19 -2.79 -0.62
4 N -3.20 -3.25 0.33
5 C -1.87 -3.03 0.20
6 S -0.85 -3.71 1.42
7 N -1.50 -2.35 -0.87
8 N -0.25 -1.81 -0.86
9 C 0.58 -2.19 -1.78
10 C 0.33 -3.31 -2.73
11 C 1.87 -1.46 -1.82
12 C 3.01 -1.99 -2.44
13 C 4.18 -1.27 -2.42
14 C 4.21 -0.03 -1.80
15 C 3.05 0.44 -1.22
16 N 1.91 -0.25 -1.23
17 H -5.17 -3.36 -2.46
18 H -4.59 -4.73 -1.50
19 H -3.45 -3.74 -2.41
20 H -5.14 -2.67 -0.08
21 H -3.88 -1.80 -0.95
22 H -3.45 -3.99 0.97
23 H -0.67 -3.70 -2.58
24 H 1.04 -4.13 -2.58
25 H 0.44 -2.97 -3.76
26 H 2.95 -2.96 -2.91
27 H 5.07 -1.67 -2.88
28 H 5.11 0.57 -1.77
29 H 3.01 1.40 -0.73
30 C 2.07 2.57 4.73
31 N 2.12 2.70 3.28
32 C 1.74 4.02 2.79
33 C 1.81 1.63 2.48
34 N 1.14 1.68 1.39
35 N 2.32 0.41 2.93
36 C 1.86 -0.85 2.56
37 N 2.44 -1.87 3.29
38 N 1.02 -1.02 1.64
39 H 2.52 3.46 5.17
40 H 2.63 1.71 5.09
41 H 1.04 2.49 5.10
42 H 2.24 4.77 3.40
43 H 0.66 4.19 2.84
44 H 2.07 4.14 1.76
45 H 0.69 2.57 1.23
46 H 3.09 0.45 3.57
47 H 2.67 -1.67 4.25
48 H 1.99 -2.76 3.16
49 H 0.63 -1.98 1.58
50 I -6.39 -1.54 3.28
51 C -5.01 -0.39 2.22
52 C -3.69 -0.80 2.15
53 C -2.79 -0.05 1.41
54 C -3.18 1.11 0.76
55 C -4.51 1.52 0.86
56 C -5.43 0.77 1.58
57 C -2.24 1.96 -0.07
58 O -2.60 3.04 -0.49
59 O -1.08 1.44 -0.32
60 H -3.36 -1.72 2.62
61 H -1.77 -0.42 1.35
62 H -4.81 2.43 0.35
63 H -6.46 1.09 1.64

The energy above the lowest of the compared OMol25 structures with the same formula, charge and spin comes out at 0.3174 eV. As for the spin multiplicity: 5. The calculation puts the LUMO energy (alpha / beta) at -0.108 / -0.240 eV. The calculation puts the frontier orbital gap (alpha / beta) at 0.2564 / 0.2534 Eh. The value obtained for the energy is -93063.1204 eV. As for the total charge: 0.

natural (NBO) atomic charge list, values in e, 4 entries: number 1, Fe, carries 1.5033; number 2, C, carries -0.6144; number 3, C, carries -0.2240; number 4, N, carries -0.6176

=====

# C36H63Br2Cu2N9

A structure of composition C36H63Br2Cu2N9 in a non-equilibrium geometry (ωB97M-V with the def2-TZVPD basis set, the Open Molecules 2025 dataset).

CARTESIAN COORDINATES (ANGSTROEM)
1 Cu 2.03 -0.55 2.77
2 Cu 1.33 0.57 -0.03
3 Br 1.91 1.80 3.44
4 Br 2.37 -1.44 0.56
5 C -3.20 1.15 -4.26
6 C -1.71 1.24 -4.43
7 C -1.22 2.65 -4.81
8 C -1.41 3.61 -3.72
9 N -1.55 4.31 -2.84
10 H -3.67 1.70 -5.10
11 H -3.56 1.59 -3.27
12 H -3.51 0.09 -4.21
13 H -1.34 0.61 -5.24
14 H -1.21 0.83 -3.56
15 H -1.83 3.02 -5.68
16 H -0.18 2.62 -5.18
17 C -0.33 -5.26 -1.35
18 C -0.04 -3.84 -1.08
19 C -0.99 -3.02 -1.98
20 C -0.89 -1.60 -1.70
21 N -0.68 -0.49 -1.52
22 H 0.22 -5.89 -0.69
23 H -0.08 -5.55 -2.37
24 H -1.39 -5.46 -1.21
25 H 1.04 -3.64 -1.22
26 H -0.23 -3.63 0.03
27 H -2.01 -3.31 -1.84
28 H -0.76 -3.20 -3.07
29 C 3.30 5.88 0.91
30 C 1.77 5.81 1.13
31 C 1.03 5.10 -0.03
32 C 0.96 3.64 -0.01
33 N 0.98 2.50 -0.05
34 H 3.73 6.32 1.82
35 H 3.56 6.57 0.12
36 H 3.70 4.94 0.71
37 H 1.33 6.82 1.16
38 H 1.48 5.27 2.07
39 H 1.42 5.35 -1.04
40 H -0.02 5.46 -0.10
41 C -3.56 -0.08 3.92
42 C -2.32 -0.34 4.80
43 C -0.96 -0.09 4.16
44 C -0.74 -0.84 2.94
45 N -0.83 -1.33 1.89
46 H -3.66 0.92 3.48
47 H -4.42 -0.25 4.55
48 H -3.60 -0.68 3.01
49 H -2.36 -1.36 5.22
50 H -2.38 0.37 5.65
51 H -0.19 -0.38 4.89
52 H -0.79 0.98 3.93
53 C 1.80 -2.01 -4.27
54 C 2.81 -1.73 -3.17
55 C 3.65 -0.43 -3.55
56 C 2.73 0.72 -3.66
57 N 1.99 1.57 -3.83
58 H 1.01 -1.25 -4.20
59 H 1.35 -3.04 -4.18
60 H 2.23 -1.95 -5.25
61 H 3.41 -2.59 -2.98
62 H 2.22 -1.57 -2.25
63 H 4.13 -0.67 -4.46
64 H 4.37 -0.23 -2.75
65 C -2.17 2.76 1.57
66 C -2.44 2.32 0.17
67 C -3.85 2.88 -0.25
68 C -4.88 2.04 0.31
69 N -5.71 1.34 0.67
70 H -1.77 3.77 1.56
71 H -1.33 2.19 2.03
72 H -3.02 2.73 2.30
73 H -2.53 1.21 0.11
74 H -1.69 2.73 -0.54
75 H -3.96 3.00 -1.35
76 H -4.03 3.87 0.14
77 C 2.14 -5.21 1.87
78 C 1.19 -5.41 3.05
79 C 0.39 -4.15 3.46
80 C 1.12 -2.97 3.84
81 N 1.64 -1.99 4.18
82 H 1.77 -4.71 0.98
83 H 2.61 -6.19 1.61
84 H 3.05 -4.71 2.18
85 H 1.68 -5.87 3.91
86 H 0.44 -6.13 2.74
87 H -0.28 -4.37 4.32
88 H -0.23 -3.90 2.58
89 C -5.67 -2.32 -1.17
90 C -4.40 -1.50 -1.26
91 C -3.77 -1.39 0.15
92 C -3.34 -2.68 0.69
93 N -2.92 -3.68 1.09
94 H -6.26 -2.30 -2.16
95 H -6.23 -1.99 -0.35
96 H -5.40 -3.40 -1.01
97 H -4.65 -0.52 -1.62
98 H -3.70 -1.97 -1.95
99 H -4.52 -1.07 0.94
100 H -2.98 -0.65 0.15
101 C 5.00 1.46 0.42
102 C 6.10 1.03 1.37
103 C 6.24 2.04 2.55
104 C 6.21 3.43 2.14
105 N 6.22 4.54 1.79
106 H 5.37 2.37 -0.07
107 H 4.08 1.68 0.99
108 H 4.68 0.65 -0.23
109 H 7.04 0.82 0.89
110 H 5.86 0.12 1.90
111 H 7.21 1.91 3.02
112 H 5.47 1.87 3.28

As for the spin multiplicity: 1. The calculation puts the LUMO energy at 0.478 eV. The calculation puts the frontier orbital gap at 0.3106 Eh. The value obtained for the energy is -281130.9414 eV. As for the total charge: 0.

Löwdin atomic charge list, values in e, 4 entries: number 1, Cu, carries -0.3824; number 2, Cu, carries -0.0389; number 3, Br, carries -0.0302; number 4, Br, carries 0.3239

=====

# C13H16N5O4Pt

A structure of composition C13H16N5O4Pt in a non-equilibrium geometry (ωB97M-V with the def2-TZVPD basis set, the Open Molecules 2025 dataset).

CARTESIAN COORDINATES (ANGSTROEM)
1 Pt 0.17 -0.04 -0.81
2 O 0.86 -3.39 -3.46
3 C 0.92 -2.34 -2.68
4 O 0.52 -2.34 -1.52
5 C 1.49 -1.12 -3.29
6 C 2.35 -1.09 -4.38
7 C 2.79 0.13 -4.86
8 C 2.38 1.30 -4.23
9 C 1.52 1.19 -3.14
10 N 1.09 0.02 -2.69
11 C 1.02 2.44 -2.35
12 O 1.27 3.52 -2.82
13 O 0.42 2.14 -1.28
14 H 0.45 -4.16 -3.01
15 H 2.66 -2.02 -4.83
16 H 3.45 0.18 -5.72
17 H 2.69 2.29 -4.54
18 C -2.11 -0.33 1.19
19 N -2.60 -0.21 2.55
20 C -1.84 -1.09 3.43
21 N -0.42 -0.75 3.39
22 C 0.08 -0.87 2.04
23 N -0.67 0.03 1.11
24 C -0.52 1.42 1.64
25 N -1.02 1.51 2.98
26 C -2.43 1.16 3.01
27 C -0.27 0.63 3.86
28 H -2.70 0.33 0.54
29 H -2.25 -1.37 0.85
30 H -1.97 -2.13 3.11
31 H -2.21 -0.99 4.45
32 H -0.04 -1.91 1.71
33 H 1.14 -0.60 2.02
34 H -1.07 2.11 0.99
35 H 0.54 1.69 1.61
36 H -3.00 1.83 2.37
37 H -2.82 1.25 4.03
38 H -0.65 0.70 4.88
39 H 0.79 0.90 3.85

The energy above the lowest of the compared OMol25 structures with the same formula, charge and spin comes out at 0.0000 eV. As for the spin multiplicity: 1. The calculation puts the LUMO energy (alpha / beta) at -5.098 / -5.097 eV. The calculation puts the frontier orbital gap (alpha / beta) at 0.2536 / 0.2537 Eh. The value obtained for the energy is -32621.4715 eV. As for the total charge: +1.

natural (NBO) atomic charge list, values in e, 4 entries: number 1, Pt, carries 1.0165; number 2, O, carries -0.6169; number 3, C, carries 0.8020; number 4, O, carries -0.6204

=====

# C6H7Cl3N3O2

A cluster of 2 separate species, C6H7Cl3N3O2 in total in a non-equilibrium geometry (ωB97M-V with the def2-TZVPD basis set, the Open Molecules 2025 dataset).

CARTESIAN COORDINATES (ANGSTROEM)
1 C 0.42 0.18 0.31
2 C -0.91 0.73 -0.12
3 C -2.08 -0.12 0.13
4 C -3.29 0.15 -0.46
5 C 2.72 0.17 0.42
6 C 2.07 -1.23 0.54
7 N 1.53 0.93 0.38
8 N -0.98 2.00 -0.59
9 N 0.66 -1.07 0.48
10 O 0.05 2.69 -0.64
11 O -2.04 2.47 -0.99
12 Cl -2.06 -1.21 1.51
13 Cl -4.82 -0.65 0.01
14 Cl -0.37 -3.02 -1.34
15 H 3.20 0.50 1.29
16 H 3.33 0.39 -0.57
17 H 2.16 -1.99 -0.26
18 H 2.38 -1.87 1.38
19 H 1.51 1.81 -0.06
20 H -3.50 0.76 -1.34
21 H 0.02 -1.62 -0.08

As for the spin multiplicity: 1. The calculation puts the LUMO energy at 3.039 eV. The calculation puts the frontier orbital gap at 0.2871 Eh. The value obtained for the energy is -52466.6167 eV. As for the total charge: -1.

natural (NBO) atomic charge list, values in e, 4 entries: number 1, C, carries 0.5379; number 2, C, carries -0.1620; number 3, C, carries -0.0578; number 4, C, carries -0.2040